1.
The following is a quantum chemistry calculation of 2 unconnected molecules or ions with the total composition C2HFN2O2, from the Open Molecules 2025 dataset.

The energy above the lowest of the compared OMol25 structures with the same formula, charge and spin comes out at 7.760 eV. As for the structure (SMILES): [O-][N+]#CF.C#[N+][O-]. The calculation puts the orbital gap at 9.983 eV. The value obtained for the HOMO energy is -9.9097 eV. The calculation puts the total energy at -436.3938 Ha.

XYZ file:
```
8
Properties=species:S:1:pos:R:3:nbo_charge:R:1
O -2.84 -0.34 -0.25 -0.3935
N -1.78 -0.79 -0.32 0.1480
C -0.64 -0.98 -0.27 0.4804
F 0.46 -1.64 -0.44 -0.2382
C 0.80 1.16 0.71 -0.0548
N 1.64 0.82 0.05 0.2201
O 2.36 0.45 -0.82 -0.4084
H 0.00 1.31 1.32 0.2464
```

2.
The following is a quantum chemistry calculation of a single C2HFN2O2 molecule, from the Open Molecules 2025 dataset.

The energy above the lowest of the compared OMol25 structures with the same formula, charge and spin comes out at 4.902 eV. As for the structure (SMILES): [O-][n+]1cc(F)no1. The calculation puts the orbital gap at 9.960 eV. The value obtained for the HOMO energy is -9.8242 eV. The calculation puts the total energy at -436.4988 Ha.

XYZ file:
```
8
Properties=species:S:1:pos:R:3:nbo_charge:R:1
O -0.98 -2.06 -0.07 -0.4035
N -0.37 -1.00 0.01 0.3905
C -0.73 0.30 0.00 -0.2296
C 0.55 1.00 0.02 0.5191
F 0.78 2.27 -0.10 -0.2642
N 1.52 0.13 0.03 -0.1467
O 1.01 -1.06 -0.07 -0.1275
H -1.78 0.42 0.19 0.2620
```

3.
The following is a quantum chemistry calculation of 3 unconnected molecules or ions with the total composition C2HFO2, from the Open Molecules 2025 dataset.

The energy above the lowest of the compared OMol25 structures with the same formula, charge and spin comes out at 2.442 eV. The calculation puts the orbital gap at 11.333 eV. The value obtained for the HOMO energy is -11.4978 eV. The calculation puts the total energy at -327.0550 Ha.

XYZ file:
```
6
Properties=species:S:1:pos:R:3:nbo_charge:R:1
C 1.65 -1.87 0.24 0.5203
C -0.90 0.44 -0.10 0.8120
O 1.94 -0.80 0.00 -0.5193
O -0.88 -0.68 0.01 -0.5137
F -2.02 1.18 0.04 -0.3534
H 0.21 1.73 -0.18 0.0542
```

4.
The following is a quantum chemistry calculation of 2 unconnected molecules or ions with the total composition C2HFO3, from the Open Molecules 2025 dataset.

The energy above the lowest of the compared OMol25 structures with the same formula, charge and spin comes out at 0.419 eV. As for the structure (SMILES): O=C=O.O=CF. The calculation puts the orbital gap at 12.305 eV. The value obtained for the HOMO energy is -11.8243 eV. The calculation puts the total energy at -402.4167 Ha.

XYZ file:
```
7
Properties=species:S:1:pos:R:3:nbo_charge:R:1
O -2.64 -0.43 -0.57 -0.4847
C -1.67 -0.50 0.01 1.0459
O -0.71 -0.62 0.61 -0.5441
O 0.70 1.07 -0.87 -0.5454
C 1.23 0.34 -0.08 0.7490
F 1.75 0.81 1.10 -0.3474
H 1.34 -0.67 -0.21 0.1266
```

5.
The following is a quantum chemistry calculation of a molecular structure, C2HFORh, from the Open Molecules 2025 dataset.

As for the spin multiplicity: 5. The energy above the lowest of the compared OMol25 structures with the same formula, charge and spin comes out at 1.768 eV. The calculation puts the orbital gap (alpha / beta) at 10.037 / 8.476 eV. The value obtained for the HOMO energy (alpha / beta) is -29.0394 / -29.3990 eV. The calculation puts the total energy at -360.5938 Ha. The charge is +3.

XYZ file:
```
6
Properties=species:S:1:pos:R:3:nbo_charge:R:1
H 0.43 1.49 0.13 0.3826
C 0.19 0.25 0.17 0.3582
C -0.07 0.60 -1.16 0.9603
O -0.48 -0.36 0.98 -0.4928
F 0.47 -0.07 -2.10 -0.0282
Rh -0.54 -1.91 1.99 1.8199
```

6.
The following is a quantum chemistry calculation of 2 unconnected molecules or ions with the total composition C2HFS, from the Open Molecules 2025 dataset.

The energy above the lowest of the compared OMol25 structures with the same formula, charge and spin comes out at 0.668 eV. The calculation puts the orbital gap (alpha / beta) at 6.046 / 5.796 eV. The value obtained for the HOMO energy (alpha / beta) is -10.4403 / -10.2551 eV. The calculation puts the total energy at -574.5464 Ha.

XYZ file:
```
5
Properties=species:S:1:pos:R:3:nbo_charge:R:1
C -0.24 0.49 0.11 -0.4099
C -1.12 1.18 -0.32 -0.0445
F -4.62 2.02 -0.17 -0.4448
S -3.52 3.29 -0.36 0.6902
H 0.56 -0.01 0.39 0.2091
```